Record 1
C21H28Br3Cl33O2 | ωB97M-V/def2-TZVPD

Geometry as XYZ:
```
87
Properties=species:S:1:pos:R:3:lowdin_charge:R:1
C -0.451 0.426 5.247 -0.126
C 0.606 -0.208 4.210 -0.267
C 0.156 0.158 2.707 -0.564
Br 0.834 2.034 2.394 0.685
C 0.755 -0.898 1.668 -0.293
C 2.375 -0.880 1.613 -0.159
O 2.895 -0.684 0.288 -0.237
C 2.802 0.685 -0.138 -0.187
O 0.361 -2.269 1.956 -0.183
C -1.057 -2.388 2.100 -0.229
C -1.632 -3.835 1.811 -0.577
Br -0.581 -5.267 0.978 0.626
C -2.987 -4.074 2.154 -0.688
C -3.794 -2.853 2.832 -0.158
Br -3.926 -5.775 1.855 0.630
H -0.455 -0.274 6.153 0.082
H -1.499 0.539 4.796 -0.024
H -0.125 1.469 5.556 0.074
H 0.583 -1.338 4.300 0.113
H 1.636 0.242 4.354 0.094
H -0.974 0.255 2.686 0.050
H 0.346 -0.684 0.615 0.141
H 2.822 -0.110 2.328 0.112
H 2.784 -1.893 1.964 0.148
H 3.419 0.924 -1.062 0.019
H 1.700 0.892 -0.385 -0.002
H 3.112 1.436 0.671 0.073
H -1.572 -1.601 1.430 0.144
H -1.336 -2.080 3.177 0.124
H -3.647 -1.922 2.171 0.065
H -3.315 -2.564 3.840 0.087
H -4.885 -3.085 2.990 0.032
C -7.727 -0.987 1.937 -1.522
Cl -7.038 0.635 1.774 0.536
Cl -6.744 -2.164 1.056 0.545
Cl -7.856 -1.439 3.642 0.530
H -8.725 -0.980 1.508 0.017
C 1.166 3.997 -2.387 -1.510
Cl 1.906 5.597 -2.546 0.527
Cl 2.102 2.783 -3.267 0.504
Cl 1.017 3.546 -0.682 0.524
H 0.168 4.037 -2.819 -0.045
C -4.107 2.423 3.360 -1.506
Cl -4.580 3.315 4.812 0.545
Cl -2.850 3.292 2.474 0.507
Cl -3.548 0.798 3.782 0.579
H -4.979 2.330 2.717 -0.031
C 2.314 -4.627 -2.218 -1.559
Cl 1.770 -3.784 -0.763 0.518
Cl 3.546 -3.678 -3.064 0.527
Cl 2.936 -6.232 -1.811 0.510
H 1.463 -4.749 -2.882 -0.059
C 2.025 -9.151 1.350 -1.526
Cl 1.284 -9.747 2.841 0.527
Cl 0.938 -8.028 0.521 0.461
Cl 3.576 -8.374 1.692 0.524
H 2.204 -9.999 0.694 0.016
C 6.559 -1.068 -2.069 -1.535
Cl 7.341 -1.774 -3.491 0.518
Cl 7.761 -0.342 -0.994 0.526
Cl 5.354 0.133 -2.555 0.546
H 6.050 -1.862 -1.528 0.011
C -1.199 6.488 -0.638 -1.536
Cl -2.071 5.137 0.097 0.490
Cl -1.489 6.538 -2.384 0.505
Cl -1.670 8.015 0.119 0.519
H -0.134 6.337 -0.473 -0.019
C -0.872 10.904 -2.888 -1.528
Cl -2.498 10.794 -2.201 0.513
Cl 0.063 9.450 -2.512 0.494
Cl -0.952 11.157 -4.637 0.522
H -0.369 11.759 -2.442 0.016
C 5.725 3.354 -5.449 -1.541
Cl 6.852 4.268 -6.461 0.522
Cl 4.711 4.449 -4.499 0.492
Cl 4.723 2.286 -6.442 0.512
H 6.303 2.741 -4.762 0.006
C -1.301 0.542 -3.624 -1.514
Cl -2.832 -0.232 -3.196 0.516
Cl -1.564 2.237 -4.060 0.553
Cl -0.144 0.415 -2.291 0.538
H -0.886 0.028 -4.488 0.021
C -1.745 -5.000 -3.126 -1.496
Cl -1.185 -3.333 -2.934 0.523
Cl -0.656 -6.118 -2.293 0.523
Cl -3.397 -5.175 -2.521 0.537
H -1.740 -5.243 -4.185 0.021
```

Properties
HOMO level = -8.8 eV
LUMO level = 0.168 eV
energy = -649689.607 eV
orbital gap = 9.00 eV

Record 2
C31H56Br2Cl27F2N3OPSi | ωB97M-V/def2-TZVPD

Geometry as XYZ:
```
124
Properties=species:S:1:pos:R:3:lowdin_charge:R:1
C 0.162 -5.926 -4.084 -0.133
C 0.939 -4.498 -3.734 -0.209
C -0.163 -3.345 -3.231 -0.218
N 0.178 -2.718 -1.926 -0.328
C -0.170 -1.268 -1.776 -0.165
N 1.094 -0.377 -1.720 0.124
N -1.467 -0.737 -1.691 0.073
C -2.689 -1.668 -1.698 -0.616
Br -3.819 -1.446 -3.385 0.656
C -3.612 -1.517 -0.309 -0.624
C -2.772 -1.847 1.063 -0.170
Br -4.993 -3.012 -0.465 0.634
C -1.603 0.800 -1.585 -0.198
F -0.972 1.496 -2.770 -0.003
F -3.045 1.244 -1.674 -0.033
C -1.079 1.386 -0.135 -0.146
C -1.733 2.782 0.360 -0.287
Si -1.582 4.325 -0.708 0.481
C -3.196 4.429 -1.823 -0.233
C -1.719 5.879 0.487 -0.210
C -0.026 4.589 -1.768 -0.211
C 0.032 6.019 -2.636 -0.052
C 1.259 6.426 -3.643 -0.073
C 2.535 5.420 -3.864 -0.063
C 2.521 4.005 -3.002 -0.055
C 1.262 3.604 -1.976 -0.065
P 0.015 -3.712 -0.495 0.672
O 0.794 -5.276 -0.613 -0.513
Cl 1.142 -2.712 1.061 0.206
H -0.087 -5.862 -5.249 0.096
H 0.857 -6.869 -3.958 0.079
H -0.822 -6.080 -3.466 0.072
H 1.488 -4.165 -4.731 0.120
H 1.807 -4.659 -2.940 0.101
H -0.132 -2.513 -4.068 0.151
H -1.208 -3.919 -3.230 0.119
H 1.697 -0.738 -2.500 0.118
H 1.559 -0.574 -0.788 0.087
H -2.422 -2.808 -1.715 0.068
H -4.242 -0.533 -0.283 0.110
H -3.066 -0.991 1.841 0.105
H -3.140 -2.857 1.572 0.083
H -1.606 -1.798 0.952 0.020
H -1.417 0.559 0.660 0.121
H 0.111 1.396 -0.032 0.078
H -2.890 2.575 0.571 0.116
H -1.279 3.021 1.439 0.040
H -3.206 5.534 -2.241 0.043
H -3.217 3.607 -2.657 0.044
H -4.113 4.347 -1.063 0.021
H -0.605 6.071 0.844 0.054
H -2.315 5.547 1.454 0.053
H -2.206 6.806 -0.041 0.050
H -0.859 6.794 -2.526 0.087
H 1.178 7.466 -4.224 0.094
H 3.374 5.739 -4.621 0.087
H 3.445 3.292 -3.147 0.074
H 1.286 2.579 -1.419 0.042
H 0.032 -5.910 -0.846 0.064
C 1.225 2.587 3.649 -0.989
Cl 1.270 2.967 1.923 0.568
Cl -0.407 2.780 4.300 0.511
H 1.545 1.552 3.793 -0.039
H 1.902 3.260 4.180 0.037
C -7.035 5.380 -1.713 -1.034
Cl -7.612 4.018 -0.745 0.492
Cl -5.893 6.372 -0.798 0.510
H -6.536 4.995 -2.606 0.035
H -7.888 5.997 -2.004 -0.068
C 3.859 -6.553 -0.624 -1.018
Cl 5.459 -6.374 -1.356 0.553
Cl 2.966 -7.885 -1.368 0.514
H 3.976 -6.755 0.443 0.037
H 3.298 -5.626 -0.765 0.001
C -0.821 -7.290 2.048 -0.971
Cl -0.167 -5.690 1.680 0.564
Cl -2.382 -7.537 1.256 0.522
H -0.120 -8.051 1.696 0.038
H -0.952 -7.381 3.129 0.036
C 0.294 -1.811 4.889 -1.002
Cl -0.915 -0.596 5.322 0.507
Cl 1.740 -1.055 4.208 0.494
H 0.573 -2.370 5.786 0.037
H -0.134 -2.491 4.149 0.011
C 6.922 -3.173 -1.442 -1.131
Cl 6.437 -2.219 -2.849 0.498
Cl 7.261 -2.133 -0.054 0.500
H 6.114 -3.861 -1.182 -0.044
H 7.823 -3.740 -1.690 -0.095
C 9.694 -6.702 -1.228 -0.982
Cl 9.491 -6.940 -2.968 0.519
Cl 8.786 -5.292 -0.668 0.583
H 9.333 -7.590 -0.702 0.034
H 10.754 -6.551 -1.011 0.035
C -8.654 -3.807 0.652 -1.027
Cl -7.887 -5.301 0.101 0.491
Cl -9.882 -3.260 -0.496 0.530
H -9.128 -3.986 1.621 0.034
H -7.891 -3.031 0.753 -0.005
C 5.947 -1.728 4.689 -1.036
Cl 5.045 -0.308 4.145 0.459
Cl 5.118 -2.533 6.027 0.503
H 6.042 -2.429 3.856 0.028
H 6.939 -1.414 5.022 -0.039
C -9.067 9.137 -1.202 -1.010
Cl -8.923 8.074 -2.607 0.547
Cl -10.760 9.517 -0.862 0.513
H -8.633 8.637 -0.332 0.028
H -8.527 10.065 -1.401 0.033
C 7.075 2.259 6.453 -0.995
Cl 7.842 0.765 5.901 0.546
Cl 5.847 2.806 5.304 0.468
H 6.601 2.080 7.421 0.038
H 7.838 3.035 6.554 -0.036
C 8.951 6.261 5.644 -1.010
Cl 7.369 6.052 4.882 0.498
Cl 9.049 5.359 7.162 0.527
H 9.724 5.898 4.964 0.032
H 9.109 7.322 5.850 0.031
C -8.948 -0.324 -2.463 -1.047
Cl -9.390 1.368 -2.721 0.505
Cl -7.311 -0.649 -3.045 0.469
H -8.997 -0.545 -1.394 -0.001
H -9.651 -0.962 -3.005 0.028
```

Properties
HOMO level = -10.0 eV
LUMO level = -5.009 eV
energy = -540345.385 eV
net charge = +1
orbital gap = 5.01 eV

Record 3
C21H14Cl3NO2PtS | ωB97M-V/def2-TZVPD

Geometry as XYZ:
```
43
Properties=species:S:1:pos:R:3:nbo_charge:R:1
Pt 0.883 -0.204 1.739 0.816
Cl 3.382 -4.465 -3.746 0.000
C 2.510 -3.467 -2.620 -0.101
C 1.119 -3.317 -2.779 -0.181
C 0.408 -2.538 -1.918 -0.131
Cl -1.303 -2.369 -2.129 0.016
C 1.016 -1.845 -0.817 0.497
O 0.292 -1.128 -0.059 -0.731
C 2.428 -2.021 -0.689 -0.322
C 3.209 -1.384 0.314 0.429
O 2.848 -0.646 1.248 -0.600
C 3.148 -2.833 -1.603 -0.143
H 0.613 -3.823 -3.590 0.242
H 4.290 -1.560 0.251 0.149
H 4.218 -2.941 -1.480 0.225
Cl -0.064 -1.601 5.434 0.014
C -0.894 -0.909 4.078 -0.011
C -2.062 -1.453 3.653 -0.215
C -2.750 -0.906 2.539 -0.202
C -2.263 0.184 1.891 -0.195
C -1.037 0.778 2.316 -0.241
C -0.326 0.241 3.434 -0.123
C 1.034 0.712 3.565 -0.550
H -2.459 -2.319 4.166 0.231
H -3.675 -1.365 2.218 0.222
H -2.798 0.625 1.062 0.228
H -0.774 1.764 1.952 0.244
H 1.657 0.227 4.307 0.227
H 1.201 1.782 3.478 0.214
S 0.379 4.726 -1.281 0.376
C 1.036 3.507 -0.231 -0.103
N 0.524 2.332 -0.315 -0.446
C -0.480 2.315 -1.274 0.156
C -1.231 1.186 -1.609 -0.239
C -2.200 1.311 -2.581 -0.205
C -2.429 2.540 -3.218 -0.208
C -1.693 3.661 -2.897 -0.216
C -0.710 3.537 -1.915 -0.254
H 1.837 3.757 0.452 0.217
H -1.029 0.245 -1.111 0.258
H -2.788 0.447 -2.862 0.218
H -3.195 2.610 -3.979 0.216
H -1.872 4.605 -3.394 0.221
```

Properties
HOMO level = -8.1 eV
LUMO level = -0.345 eV
energy = -79238.686 eV
orbital gap = 7.75 eV
ΔE to the lowest compared entry with this formula, charge and spin = 61.28 kJ/mol

Record 4
C2H3ClFO2S | ωB97M-V/def2-TZVPD

Geometry as XYZ:
```
10
Properties=species:S:1:pos:R:3:nbo_charge:R:1
C 0.927 0.035 0.881 0.314
C -2.047 0.332 -1.725 -0.790
O -0.071 -0.732 0.481 -0.810
O 0.537 0.113 -2.087 -0.964
F 0.556 1.062 1.977 -0.510
S -0.622 -0.621 -1.582 1.332
Cl -2.032 1.971 -2.088 -0.024
H 1.180 0.736 0.080 0.138
H 1.657 -0.576 1.387 0.106
H -2.891 -0.008 -1.099 0.209
```

Properties
HOMO level = -3.7 eV
LUMO level = 3.640 eV
energy = -32291.974 eV
net charge = -1
orbital gap = 7.37 eV
ΔE to the lowest compared entry with this formula, charge and spin = 130.07 kJ/mol

Record 5
C31H28O4S4Tc | ωB97M-V/def2-TZVPD

Geometry as XYZ:
```
68
Properties=species:S:1:pos:R:3:nbo_charge:R:1
Tc 0.225 0.069 -0.499 0.927
S 0.375 1.316 1.352 -0.033
S 0.590 3.255 0.598 -0.019
S 2.196 2.968 -0.613 -0.016
S 1.416 1.435 -1.828 -0.161
C -1.352 -3.181 -4.654 -0.646
C -0.972 -3.774 -3.311 0.543
C -0.861 -5.281 -3.362 -0.638
O 0.280 -3.236 -2.890 -0.543
C 0.100 -2.275 -1.891 0.115
C -1.365 -2.440 -1.423 0.062
O -1.895 -3.427 -2.283 -0.551
C -2.267 -1.167 -1.417 0.218
O -1.592 -0.109 -0.715 -0.659
C -3.531 -1.424 -0.594 -0.056
C -4.277 -0.314 -0.204 -0.195
C -5.433 -0.468 0.540 -0.203
C -5.866 -1.740 0.899 -0.213
C -5.136 -2.847 0.505 -0.214
C -3.970 -2.692 -0.241 -0.178
C -2.638 -0.695 -2.817 0.019
C -3.720 -1.275 -3.479 -0.213
C -4.047 -0.887 -4.766 -0.216
C -3.299 0.087 -5.416 -0.200
C -2.234 0.681 -4.759 -0.213
C -1.911 0.298 -3.462 -0.242
C 1.214 -2.486 -0.818 0.131
O 1.079 -1.427 0.162 -0.622
C 1.013 -3.817 -0.110 0.029
C 1.462 -4.995 -0.702 -0.215
C 1.244 -6.217 -0.086 -0.220
C 0.577 -6.277 1.130 -0.197
C 0.139 -5.107 1.730 -0.214
C 0.356 -3.881 1.114 -0.225
C 2.617 -2.360 -1.405 -0.075
C 3.690 -2.581 -0.543 -0.182
C 4.992 -2.389 -0.970 -0.207
C 5.243 -1.976 -2.273 -0.203
C 4.183 -1.759 -3.137 -0.225
C 2.876 -1.946 -2.706 -0.145
H -0.642 -3.527 -5.405 0.218
H -1.330 -2.092 -4.623 0.225
H -2.353 -3.504 -4.935 0.222
H -0.076 -5.570 -4.061 0.219
H -1.806 -5.705 -3.699 0.221
H -0.626 -5.667 -2.371 0.232
H 0.237 -1.255 -2.348 0.173
H -1.370 -2.828 -0.401 0.208
H -3.938 0.676 -0.482 0.229
H -5.999 0.404 0.842 0.216
H -6.769 -1.862 1.484 0.214
H -5.467 -3.842 0.774 0.212
H -3.430 -3.576 -0.554 0.221
H -4.306 -2.035 -2.980 0.229
H -4.892 -1.345 -5.265 0.216
H -3.556 0.389 -6.424 0.215
H -1.654 1.456 -5.245 0.219
H -1.099 0.803 -2.957 0.220
H 1.991 -4.949 -1.645 0.231
H 1.599 -7.126 -0.556 0.216
H 0.408 -7.232 1.612 0.214
H -0.371 -5.142 2.685 0.217
H 0.029 -2.969 1.594 0.232
H 3.498 -2.898 0.475 0.224
H 5.813 -2.560 -0.286 0.216
H 6.260 -1.823 -2.610 0.215
H 4.368 -1.438 -4.155 0.214
H 2.072 -1.787 -3.411 0.211
```

Properties
spin multiplicity = 2
HOMO level (spin up / spin down) = -8.0 / -8.2 eV
LUMO level (spin up / spin down) = -0.516 / -1.035 eV
energy = -86332.490 eV
⟨S²⟩ = 0.76
orbital gap (spin up / spin down) = 7.47 / 7.16 eV
ΔE to the lowest compared entry with this formula, charge and spin = 0.00 kJ/mol

Record 6
C4H5IN2 | ωB97M-V/def2-TZVPD

Geometry as XYZ:
```
12
Properties=species:S:1:pos:R:3:nbo_charge:R:1
C 0.730 0.931 0.712 -0.108
C 1.487 0.084 -1.360 0.250
C -0.441 0.380 0.915 0.381
C -1.733 -0.254 1.278 -0.736
N 1.513 0.921 -0.398 -0.566
N 0.640 -0.884 -1.514 -0.703
I 0.729 -2.052 -3.229 0.220
H 1.111 1.692 1.393 0.264
H 2.170 0.307 -2.202 0.168
H -1.796 0.196 2.281 0.292
H -2.640 0.003 0.509 0.269
H -1.769 -1.326 1.615 0.268
```

Properties
HOMO level (spin up / spin down) = -7.9 / -7.9 eV
LUMO level (spin up / spin down) = -1.540 / -1.541 eV
energy = -15304.139 eV
orbital gap (spin up / spin down) = 6.35 / 6.34 eV
ΔE to the lowest compared entry with this formula, charge and spin = 521.58 kJ/mol

Record 7
C6H14N2 | ωB97M-V/def2-TZVPD

Geometry as XYZ:
```
22
Properties=species:S:1:pos:R:3:nbo_charge:R:1
C -0.320 -0.602 -0.423 0.271
C -1.790 -0.745 -0.062 -0.669
C -0.070 -0.730 -1.910 -0.658
C 1.145 1.858 -0.360 -0.425
N -0.171 1.306 -0.057 -0.715
N -0.027 -0.032 2.405 -0.845
C 0.650 -1.201 0.426 -0.557
C 0.709 -0.940 1.809 0.117
H -0.937 1.869 -0.411 0.380
H -0.280 1.153 0.972 0.451
H 0.167 0.026 3.399 0.343
H 1.494 -1.704 -0.028 0.210
H 1.478 -1.489 2.365 0.159
H -2.124 -1.732 -0.384 0.223
H -2.405 0.000 -0.578 0.192
H -1.946 -0.654 1.010 0.252
H 0.976 -0.552 -2.159 0.218
H -0.687 -0.033 -2.480 0.208
H -0.329 -1.741 -2.232 0.233
H 1.192 2.180 -1.400 0.197
H 1.878 1.063 -0.194 0.218
H 1.397 2.699 0.292 0.198
```

Properties
HOMO level = -7.0 eV
LUMO level = 0.892 eV
energy = -9427.482 eV
orbital gap = 7.86 eV
ΔE to the lowest compared entry with this formula, charge and spin = 193.17 kJ/mol

Record 8
C2H6NOS | ωB97M-V/def2-TZVPD

Geometry as XYZ:
```
11
Properties=species:S:1:pos:R:3:nbo_charge:R:1
C 2.165 -0.267 0.817 -0.806
S 1.815 0.077 -0.910 0.139
H 1.444 -0.977 1.214 0.235
H 2.062 0.621 1.433 0.251
H 3.188 -0.628 0.888 0.231
C -2.233 0.020 -0.981 0.528
N -1.317 0.636 -0.172 -0.849
O -3.361 -0.277 -0.669 -0.597
H -1.850 -0.187 -1.995 0.100
H -0.362 0.373 -0.433 0.384
H -1.551 0.608 0.810 0.386
```

Properties
spin multiplicity = 2
HOMO level (spin up / spin down) = -9.7 / -9.5 eV
LUMO level (spin up / spin down) = 0.640 / -2.587 eV
energy = -16542.907 eV
⟨S²⟩ = 0.75
orbital gap (spin up / spin down) = 10.36 / 6.95 eV
ΔE to the lowest compared entry with this formula, charge and spin = 5.20 kJ/mol

Record 9
C14H26B2F8NO3RbTl | ωB97M-V/def2-TZVPD

Geometry as XYZ:
```
56
Properties=species:S:1:pos:R:3:nbo_charge:R:1
Tl 7.484 -1.772 -14.660 0.933
Rb 7.913 -2.921 -20.202 0.991
B 8.799 -0.918 -17.554 1.324
F 8.962 -0.769 -18.931 -0.589
F 8.972 -2.267 -17.195 -0.575
F 9.660 -0.142 -16.800 -0.546
F 7.458 -0.534 -17.246 -0.579
B 6.072 -3.821 -17.003 1.337
F 5.445 -4.936 -17.591 -0.564
F 7.326 -4.246 -16.471 -0.587
F 6.289 -2.848 -17.972 -0.592
F 5.281 -3.335 -15.942 -0.566
C 10.632 -5.698 -20.000 -0.635
C 10.283 -5.582 -18.512 -0.137
O 9.460 -6.496 -18.067 -0.093
H 11.253 -6.565 -20.213 0.268
H 11.067 -4.778 -20.388 0.226
H 9.693 -5.839 -20.549 0.221
H 9.695 -4.626 -18.423 0.378
H 11.180 -5.369 -17.910 0.237
C 3.868 1.889 -16.420 -0.436
C 3.726 1.005 -17.662 -0.421
C 3.836 -0.363 -16.996 -0.070
O 4.891 -0.226 -16.065 -0.527
C 4.884 1.129 -15.600 -0.077
H 2.930 1.942 -15.863 0.212
H 4.222 2.905 -16.598 0.216
H 4.563 1.195 -18.344 0.176
H 2.852 1.248 -18.266 0.225
H 4.167 -1.098 -17.733 0.201
H 2.871 -0.686 -16.596 0.180
H 5.863 1.623 -15.701 0.162
H 4.752 1.244 -14.518 0.180
C 12.177 -1.147 -13.060 -0.433
C 12.606 -2.061 -14.233 -0.431
C 11.275 -2.400 -14.909 -0.069
O 10.310 -1.486 -14.434 -0.570
C 10.920 -0.500 -13.606 -0.066
H 12.986 -0.461 -12.814 0.228
H 11.893 -1.698 -12.164 0.212
H 13.195 -2.915 -13.901 0.223
H 13.273 -1.548 -14.927 0.207
H 11.007 -3.442 -14.728 0.176
H 11.439 -2.315 -15.986 0.176
H 10.154 -0.238 -12.868 0.183
H 11.097 0.452 -14.125 0.177
N 7.238 2.211 -18.960 -0.516
C 8.124 3.104 -18.454 0.067
C 7.889 4.349 -19.046 -0.250
C 6.731 4.211 -19.839 -0.268
C 6.368 2.859 -19.769 0.060
H 7.210 1.233 -18.710 0.457
H 8.849 2.821 -17.709 0.242
H 8.474 5.249 -18.971 0.246
H 6.353 4.931 -20.544 0.247
H 5.641 2.292 -20.329 0.228
```

Properties
HOMO level = -10.7 eV
LUMO level = -9.208 eV
energy = -51014.479 eV
net charge = +1
orbital gap = 1.50 eV